14
Properties=species:S:1:pos:R:3:forces:R:3 method="wB97M-V/def2-TZVPD" fmax_ev_per_a=4.9 orbital_gap_ev=8.4 lumo_ev=-0.31 smiles="CSC(=S)NNC=S" de_lowest_ev=2.758 homo_ha=-0.32170
C -2.58794 0.95402 1.62547 -0.606 -0.383 -4.526
C -0.51862 0.15598 -0.03574 -1.060 -2.224 -3.645
C 2.76717 -0.93006 -1.39664 3.491 -0.864 2.218
H -3.14038 1.71924 0.89619 1.116 -1.777 1.666
H -2.91381 -0.12614 1.33269 0.494 2.054 0.846
H -2.70246 1.24423 2.61948 -0.304 0.240 1.668
H 1.56861 0.36559 0.32072 -1.418 -0.341 -0.453
H 0.87040 -1.14142 -1.83478 -1.454 -1.264 -1.874
H 3.16572 -1.73541 -2.11568 -1.054 1.650 0.647
N 0.78782 -0.03630 -0.28410 4.587 0.555 1.519
N 1.50312 -0.93328 -1.13200 -4.805 0.881 -0.330
S -0.77971 1.08338 1.30468 -0.734 1.387 2.612
S -1.77957 -0.38653 -1.06143 1.416 -0.011 0.635
S 3.75966 -0.23331 -0.23886 0.333 0.098 -0.984